A molecular structure, C37H39CsN10O6S in a non-equilibrium geometry, computed with ωB97M-V with the def2-TZVPD basis set.

Geometry as XYZ:
```
94
Properties=species:S:1:pos:R:3:forces:R:3:mulliken_charge:R:1
Cs -0.63045 2.00549 0.67312 0.63 -0.25 -0.30 1.4022
O 2.55005 5.87169 1.45982 -0.08 0.10 0.01 -0.7223
C 1.83956 4.98603 0.98455 0.10 -0.04 -0.04 -0.5061
N 0.62571 4.58103 1.37753 0.10 0.06 0.06 0.1630
C -0.29516 5.35498 1.95941 0.00 0.02 0.16 -0.2571
O -0.53992 6.54675 1.77632 0.07 0.08 -0.03 -0.7626
C -1.24330 4.60866 2.91902 0.07 0.04 0.06 0.4789
C -2.30960 5.31084 3.47521 0.00 0.02 -0.03 -0.5049
C -3.14763 4.66419 4.36509 0.00 0.01 0.00 -0.2633
C -2.89824 3.33648 4.68360 0.02 0.00 -0.01 -0.9336
C -1.81474 2.71496 4.08328 -0.05 0.12 -0.03 0.2246
N -1.01006 3.33173 3.22186 0.11 0.23 0.37 -0.0072
C 2.45005 4.16267 -0.15921 -0.05 0.08 -0.04 0.5437
C 3.53444 4.69548 -0.85004 0.00 -0.02 0.00 -0.4405
C 4.05163 3.99228 -1.92499 0.01 0.01 0.00 -0.4026
C 3.48633 2.77478 -2.27521 -0.01 -0.04 0.01 -1.0478
C 2.42051 2.30737 -1.51987 0.07 0.11 0.04 -1.1872
N 1.91663 2.98730 -0.49143 0.13 0.15 -0.01 0.3377
H -2.44064 6.34430 3.18721 -0.01 -0.01 0.01 0.4734
H -3.98850 5.18741 4.80568 0.00 0.00 0.00 0.3968
H -3.52958 2.78901 5.37111 0.00 0.00 0.00 0.4163
H -1.58309 1.67480 4.28804 -0.02 -0.02 -0.01 0.1049
H 3.93385 5.64526 -0.52455 0.01 0.00 0.00 0.4734
H 4.88816 4.38895 -2.48864 0.00 0.00 0.00 0.3826
H 3.86016 2.18973 -3.10577 0.00 0.00 0.00 0.4869
H 1.93907 1.35796 -1.73651 0.01 -0.04 -0.01 1.3968
C -2.20653 -2.31416 3.87699 0.04 -0.02 0.00 -1.6017
C -1.33901 -1.25854 3.24721 0.17 -0.03 -0.03 0.3266
N -1.51984 -0.78756 2.06742 -0.31 -0.11 0.12 0.7464
N -2.50386 -1.35814 1.30741 0.08 0.14 0.01 -0.7304
C -3.06192 -0.46387 0.49080 0.05 -0.12 -0.10 -0.2982
O -2.94627 0.77778 0.54087 -0.99 -0.46 -0.16 -0.8672
C -3.89439 -1.07217 -0.61336 -0.03 -0.03 0.10 0.4551
C -4.09880 -0.33134 -1.77171 0.02 -0.01 -0.03 -0.4236
C -4.80734 -0.86723 -2.83790 0.01 0.01 0.02 -0.5990
C -5.34528 -2.14381 -2.74662 0.00 -0.01 0.01 -0.3786
C -5.16299 -2.88261 -1.58380 0.03 0.02 -0.01 -0.6561
C -4.43489 -2.35303 -0.52799 0.06 -0.02 0.01 0.0554
C -0.21249 -0.69796 4.03625 -0.01 -0.01 -0.03 0.7038
C -0.07137 -1.01292 5.39176 -0.03 -0.01 0.03 -0.9477
C 0.96726 -0.45871 6.11950 0.01 0.00 0.00 -0.5688
C 1.85215 0.39552 5.48572 0.00 0.01 -0.01 -0.9014
C 1.64723 0.64570 4.13583 -0.06 0.07 -0.03 -0.0638
N 0.65525 0.12477 3.42755 -0.01 -0.05 -0.08 0.0345
H -2.95986 -2.62052 3.15782 0.00 0.00 -0.02 0.3347
H -2.70579 -1.93245 4.77246 -0.01 0.00 -0.01 0.2777
H -1.61734 -3.18650 4.17409 0.00 0.00 0.01 0.3246
H -3.67322 0.66228 -1.81982 0.00 0.01 0.00 0.4552
H -4.93190 -0.28968 -3.74599 -0.01 0.00 -0.01 0.3608
H -5.89583 -2.56454 -3.57962 -0.01 0.00 0.00 0.3601
H -5.57620 -3.88156 -1.50566 0.00 0.00 0.00 0.3563
H -4.26286 -2.92866 0.37201 0.01 0.01 0.00 0.3455
H -0.77296 -1.68208 5.86905 0.01 0.01 0.00 0.4078
H 1.08025 -0.69376 7.17131 0.01 0.00 0.00 0.3928
H 2.68018 0.85685 6.00592 0.00 -0.01 0.01 0.4196
H 2.31648 1.30839 3.59711 0.00 0.01 -0.01 0.3361
C 0.82269 -1.03055 -4.68919 -0.06 0.02 0.01 -0.9398
N -0.26147 -0.52772 -3.84403 0.00 -0.15 -0.07 0.0387
C -0.41089 0.90627 -3.95371 -0.06 0.03 -0.04 -0.7219
C -0.31639 -1.03713 -2.53774 0.36 0.08 -0.05 0.0122
N -0.17656 -0.21481 -1.55214 -0.16 -0.40 0.09 0.3696
N -0.46424 -2.39896 -2.46278 -0.09 0.19 -0.02 1.2539
C -1.12296 -3.18257 -3.49151 0.08 0.00 -0.01 -1.2732
C -0.33417 -3.08637 -1.19781 0.19 0.08 -0.02 -1.0139
H 1.73455 -0.43761 -4.54842 0.02 0.04 0.02 0.2556
H 0.53154 -0.96700 -5.74139 0.01 0.00 0.03 0.2948
H 1.07761 -2.05870 -4.45684 -0.04 -0.17 0.05 0.2055
H -0.59210 1.15069 -5.00342 -0.01 0.00 -0.01 0.3373
H 0.48017 1.45224 -3.62306 0.03 0.02 0.03 0.1393
H -1.25344 1.24266 -3.35307 0.00 0.00 0.00 0.1712
H -0.35354 -0.69940 -0.67320 -0.06 0.01 0.00 -0.5000
H -1.40662 -2.55169 -4.32574 0.00 0.09 -0.04 0.4116
H -2.03303 -3.63503 -3.08111 -0.01 -0.01 0.01 0.3441
H -0.45523 -3.97055 -3.84975 0.03 -0.01 0.02 0.2464
H -1.26679 -3.10971 -0.63853 -0.32 0.02 0.12 0.1997
H 0.42831 -2.61412 -0.58201 -0.11 0.01 -0.10 -0.1528
H -0.00342 -4.10793 -1.39748 0.00 0.04 0.00 0.3911
N 2.90320 -0.59248 1.14737 -0.06 0.12 0.05 -0.5424
C 3.15171 -1.37408 0.00595 0.03 -0.11 0.18 0.2135
C 3.83963 -0.90205 -1.10627 -0.02 0.00 -0.08 -0.2507
C 4.00907 -1.71109 -2.22730 -0.03 0.03 0.03 -0.4939
C 3.52552 -3.00958 -2.24821 -0.03 0.00 0.05 -0.2168
C 2.91423 -3.51013 -1.10503 0.11 0.04 0.00 -0.3740
C 2.74252 -2.71035 0.00903 0.04 -0.01 -0.01 -0.8285
S 3.63163 -4.04451 -3.70573 -0.01 -0.01 -0.07 1.2996
O 4.50694 -5.14781 -3.33243 0.04 0.00 0.03 -0.7455
O 4.16962 -3.17209 -4.74284 0.01 0.03 0.00 -0.7533
O 2.25119 -4.46487 -3.94628 -0.08 0.08 0.03 -0.6476
H 2.03773 -0.84196 1.60977 0.04 0.01 0.06 0.1859
H 2.90789 0.41118 1.01092 0.09 -0.12 -0.26 0.2708
H 4.22185 0.11117 -1.10757 -0.03 0.06 -0.01 0.6054
H 4.50423 -1.32872 -3.11106 0.00 -0.02 -0.01 0.4881
H 2.54990 -4.52994 -1.10701 0.01 -0.01 -0.01 0.4141
H 2.24592 -3.10436 0.89037 0.00 0.01 0.01 0.4031
```
Positions in Å, forces in eV/Å.

Summary:
- energy above the lowest of the compared OMol25 structures with the same formula, charge and spin (kJ/mol) = 67.3
- lowest unoccupied orbital energy (eV) = 3.4651
- net charge = -2
- frontier orbital gap (hartree) = 0.2479

=====

A molecular structure, C32H28CoN6O2P2SSe2 in a non-equilibrium geometry, computed with ωB97M-V with the def2-TZVPD basis set.

Geometry as XYZ:
```
74
Properties=species:S:1:pos:R:3:forces:R:3:mulliken_charge:R:1
Co 0.70254 3.28766 -0.42354 0.33 -0.67 -0.95 0.0349
Se -3.22225 -1.89271 -0.29837 -0.08 -0.02 0.10 -0.3560
P -1.65387 -1.75279 1.09301 -0.12 -0.32 -0.06 0.7791
C -0.46117 -3.11923 0.86991 -0.24 0.22 0.03 0.3351
C -0.13815 -3.44177 -0.44154 -0.09 -0.05 -0.01 -0.1085
C 0.77348 -4.44282 -0.71141 -0.04 -0.10 0.00 -0.4170
C 1.34743 -5.14678 0.33481 0.01 -0.03 0.00 -0.7847
C 1.00351 -4.84872 1.64396 0.12 -0.10 0.07 -0.7614
C 0.10386 -3.83221 1.91792 -0.03 0.15 0.04 -0.2283
C -2.18441 -1.78564 2.83229 0.09 -0.04 -0.28 0.5008
C -1.29822 -1.53352 3.87615 -0.05 -0.08 0.03 -0.3381
C -1.74613 -1.60513 5.18124 0.10 -0.02 0.11 -0.7204
C -3.06637 -1.93047 5.45420 -0.09 0.01 -0.03 -0.5171
C -3.95131 -2.16510 4.41501 -0.02 0.01 0.18 -0.6057
C -3.51009 -2.09218 3.10628 0.00 -0.06 -0.18 -0.7710
C -0.67737 -0.24749 0.94951 0.10 0.04 -0.34 1.3088
C 0.03373 0.41191 -0.06182 0.03 -0.03 0.04 -0.7686
N 0.46490 1.57237 0.50692 -0.49 0.04 -0.48 0.8366
N 0.03532 1.61409 1.74544 0.31 0.89 0.42 -1.4729
N -0.64081 0.55208 2.03067 -0.14 -0.34 0.29 -0.0483
P 0.50068 0.12781 -1.76836 -0.16 -0.51 0.19 0.8880
Se 1.24727 1.92907 -2.65131 -0.23 0.63 0.86 -0.3345
C 1.82049 -1.12559 -1.78349 -0.22 0.25 0.02 0.6199
C 2.38405 -1.59231 -0.60249 -0.07 0.16 0.07 -0.1195
C 3.47016 -2.44973 -0.64681 0.11 0.04 0.02 -0.6848
C 3.99414 -2.84166 -1.86712 0.01 0.00 0.11 -0.5688
C 3.44263 -2.36443 -3.04610 0.03 -0.04 -0.11 -0.8756
C 2.36636 -1.49868 -3.00847 -0.08 0.01 0.06 -0.4432
C -0.96557 -0.47411 -2.65309 0.31 0.16 0.11 0.5447
C -1.02538 -1.68850 -3.32248 0.09 0.12 0.02 -0.2944
C -2.20598 -2.06491 -3.93811 0.01 -0.04 -0.08 -0.6317
C -3.30082 -1.21769 -3.92744 0.02 -0.01 0.00 -0.6444
C -3.22234 0.01618 -3.30194 0.05 0.09 0.01 -0.5055
C -2.06077 0.38557 -2.65081 0.04 0.04 -0.03 -0.3789
H -0.63302 -2.90773 -1.23990 -0.01 -0.06 -0.04 0.1127
H 1.03308 -4.67678 -1.73393 0.03 -0.02 -0.09 0.4772
H 2.05752 -5.93358 0.12896 0.06 -0.10 -0.01 0.4107
H 1.43263 -5.41464 2.45925 0.04 -0.03 0.03 0.4217
H -0.16692 -3.59895 2.93793 0.02 -0.07 0.04 0.4493
H -0.27481 -1.26360 3.66885 0.05 0.02 0.03 0.4488
H -1.06284 -1.39323 5.99032 0.06 -0.01 0.07 0.3888
H -3.40651 -1.99488 6.47736 -0.02 0.04 0.09 0.3904
H -4.98803 -2.39212 4.62079 -0.03 -0.05 0.01 0.3988
H -4.19200 -2.27508 2.28630 0.01 0.03 -0.04 0.2664
H 1.98105 -1.28108 0.35250 -0.03 -0.01 0.01 0.3848
H 3.91425 -2.79912 0.27517 -0.03 -0.05 0.02 0.4478
H 4.84332 -3.50765 -1.89860 0.08 -0.06 -0.02 0.4282
H 3.86871 -2.65068 -3.99519 0.03 -0.04 -0.11 0.4322
H 1.96235 -1.08801 -3.92288 -0.02 0.01 -0.13 0.5096
H -0.16126 -2.33716 -3.35859 0.01 -0.08 0.04 0.3644
H -2.26981 -3.02492 -4.42483 -0.01 -0.11 -0.09 0.4248
H -4.21874 -1.52432 -4.40425 -0.10 -0.02 -0.07 0.3752
H -4.07183 0.68410 -3.30883 -0.06 0.00 0.05 0.3547
H -1.99537 1.33303 -2.12878 0.00 0.07 -0.01 0.2568
N -3.38601 4.35985 -1.10528 0.08 -0.06 0.07 -0.3985
C -2.16737 4.27815 -0.52653 0.05 -0.19 -0.51 1.1474
O -1.25190 3.62919 -1.10510 -0.32 0.13 0.17 -0.5573
C -1.95647 4.96177 0.71421 -0.10 -0.24 -0.36 -0.3211
C -2.97250 5.61572 1.40372 -0.33 0.22 0.40 -0.1361
N -3.84660 6.14148 1.93879 -0.22 0.14 0.05 -0.5106
C -0.64876 4.86640 1.11349 1.19 -0.38 -0.09 0.8095
N 0.49834 4.64273 1.15687 -0.57 0.18 0.18 -0.6089
H -3.56170 3.81919 -1.93443 0.05 0.01 0.07 0.2406
H -4.15473 4.79364 -0.62402 0.00 0.01 -0.01 0.1999
C 5.07727 4.58954 -0.85478 -0.62 0.35 -0.04 -1.0063
S 3.39661 5.23861 -0.49801 1.10 -0.23 0.97 0.3126
C 3.55968 5.20802 1.32571 -0.14 0.13 -0.52 -0.7919
O 2.48774 4.09977 -0.84381 0.06 -0.15 -0.39 -0.6148
H 5.27281 3.68190 -0.29590 -0.19 -0.10 0.17 0.3291
H 5.78428 5.36549 -0.58625 0.15 0.16 0.08 0.3967
H 5.14939 4.38292 -1.91646 -0.12 0.06 -0.16 0.3527
H 4.00570 6.14385 1.64127 0.16 0.15 0.04 0.4082
H 4.15369 4.35872 1.64493 0.07 -0.12 -0.07 0.2885
H 2.54922 5.12693 1.71735 0.03 0.05 -0.08 0.2481
```
Positions in Å, forces in eV/Å.

Summary:
- lowest unoccupied orbital energy (alpha / beta) (eV) = -0.8259 / 0.0750
- multiplicity = 2
- frontier orbital gap (alpha / beta) (hartree) = 0.2525 / 0.2856

=====

A single C18H21ClN4O3S molecule, computed with ωB97M-V with the def2-TZVPD basis set.

Geometry as XYZ:
```
48
Properties=species:S:1:pos:R:3:forces:R:3:nbo_charge:R:1
O -0.26830 -1.90620 1.95004 0.28 -0.11 0.30 -0.6795
C -0.81632 -2.02252 0.86238 -0.26 -0.34 -0.24 0.7197
N -1.93906 -1.34126 0.56761 -0.22 0.17 0.11 -0.4351
C -2.65594 -1.35290 -0.68555 -0.28 -0.15 -0.20 -0.2257
H -2.44972 -0.42038 -1.22674 -0.01 -0.07 -0.05 0.2038
C -4.16546 -1.46097 -0.40248 0.21 -0.03 -0.34 -0.2126
N -4.60665 -0.39396 0.45912 0.00 -0.30 0.17 -0.4158
C -5.07199 0.80825 -0.00794 -0.33 0.36 -0.04 0.3914
N -5.06322 1.81525 0.87063 0.20 -0.29 0.07 -0.4981
C -5.56541 2.98441 0.52034 -0.14 0.27 -0.21 0.0717
C -6.10633 3.24876 -0.72349 -0.04 0.04 -0.03 -0.3181
C -6.12062 2.20861 -1.64531 0.08 0.02 0.16 -0.1423
C -5.60546 0.97907 -1.29765 0.07 -0.05 -0.10 -0.3119
H -5.62483 0.17386 -2.01386 0.00 -0.06 -0.03 0.2100
H -6.53310 2.35885 -2.63306 -0.02 -0.01 -0.06 0.2148
H -6.49982 4.22210 -0.96725 -0.03 0.09 0.01 0.2185
H -5.52095 3.74662 1.28834 -0.05 0.13 -0.01 0.1900
C -3.89238 -0.42257 1.71924 0.25 0.19 0.26 -0.2332
H -4.11304 -1.37235 2.21602 0.04 0.03 0.00 0.1942
C -2.38885 -0.29747 1.47236 -0.16 0.00 0.44 -0.2423
H -2.17235 0.67846 1.02307 0.00 0.01 0.03 0.2010
H -1.82781 -0.39859 2.40145 -0.08 0.08 -0.12 0.2499
H -4.24273 0.40748 2.33027 0.09 -0.22 0.02 0.2565
H -4.36245 -2.40784 0.11335 0.01 0.03 -0.11 0.2005
H -4.71630 -1.46394 -1.34072 0.01 -0.04 0.05 0.2111
H -2.34977 -2.19498 -1.30213 0.02 0.05 0.01 0.2163
C -0.25948 -2.96013 -0.20223 0.30 0.03 0.22 -0.5396
H -0.84179 -3.88357 -0.23058 -0.07 0.04 -0.08 0.2375
C 1.21238 -3.27477 0.10016 -0.42 -0.29 -0.30 -0.2210
N 1.98072 -2.07292 0.38371 0.31 0.74 -0.57 -0.8554
S 1.81040 -0.87560 -0.77764 0.55 0.07 0.48 2.2955
O 0.65586 -0.05029 -0.53092 0.20 0.12 0.22 -0.9521
O 1.91287 -1.49598 -2.06653 0.26 -0.24 -0.03 -0.9484
C 3.28516 0.07585 -0.43978 -0.50 -0.21 -0.06 -0.3453
C 4.47007 -0.27445 -1.05756 0.03 -0.04 -0.08 -0.1118
C 5.62523 0.42995 -0.76744 -0.07 0.05 0.05 -0.2460
C 5.56804 1.47542 0.14523 -0.31 -0.16 -0.05 -0.0261
C 4.37638 1.82752 0.76514 0.11 -0.05 -0.05 -0.2202
C 3.22674 1.11700 0.46650 -0.11 0.04 -0.01 -0.1772
H 2.27867 1.36567 0.91632 -0.08 0.11 0.10 0.2452
H 4.35424 2.64526 1.46805 0.01 0.06 0.05 0.2329
Cl 7.00271 2.35516 0.51221 0.22 0.13 0.05 0.0229
H 6.56118 0.17705 -1.23998 0.07 -0.01 -0.03 0.2335
H 4.46606 -1.08746 -1.76532 0.11 -0.10 -0.10 0.2372
H 1.67311 -1.69748 1.27638 -0.03 0.14 0.12 0.4243
H 1.66958 -3.74881 -0.77024 -0.12 -0.15 0.13 0.2199
H 1.30093 -3.93100 0.96754 0.07 0.10 -0.10 0.2221
H -0.29783 -2.47281 -1.17613 -0.19 -0.16 -0.04 0.2373
```
Positions in Å, forces in eV/Å.

Summary:
- energy above the lowest of the compared OMol25 structures with the same formula, charge and spin (kJ/mol) = 0.0
- lowest unoccupied orbital energy (eV) = 0.5109
- SMILES = O=C(CCNS(=O)(=O)c1ccc(Cl)cc1)N1CCN(c2ccccn2)CC1
- frontier orbital gap (hartree) = 0.3100

=====

A molecular structure, C4H5NO2 in a non-equilibrium geometry, computed with ωB97M-V with the def2-TZVPD basis set.

Geometry as XYZ:
```
12
Properties=species:S:1:pos:R:3:forces:R:3:nbo_charge:R:1
C -0.46884 0.83288 -1.64557 -0.03 -0.19 -0.15 -0.6918
C 0.14560 0.09342 -0.53333 -1.30 -1.35 0.46 0.2194
C 0.93739 0.05523 0.55567 -0.87 -0.21 0.06 0.3799
O 2.27335 0.12593 0.72703 -0.42 0.48 -0.16 -0.6408
N 0.23014 -0.27716 1.68055 0.56 -1.08 1.13 -0.5859
C -0.89987 -0.83279 1.38390 0.59 0.37 0.43 0.4274
O -1.27400 -0.89329 0.15469 1.71 2.03 -0.63 -0.5223
H -1.27039 0.16430 -1.95355 -0.12 0.28 -0.43 0.2600
H -0.90129 1.80092 -1.34602 0.17 -0.33 0.04 0.2227
H 0.19427 1.00495 -2.49912 0.09 -0.16 0.21 0.2456
H 2.39477 -0.17698 1.64926 0.00 0.29 -0.39 0.5033
H -1.46298 -1.23431 2.22775 -0.38 -0.13 -0.56 0.1827
```
Positions in Å, forces in eV/Å.

Summary:
- energy above the lowest of the compared OMol25 structures with the same formula, charge and spin (kJ/mol) = 279.6
- lowest unoccupied orbital energy (eV) = 0.5355
- frontier orbital gap (hartree) = 0.3417